1.
DFT (ωB97M-V/def2-TZVPD) results for a 9-piece molecular cluster, C34H92N6O11 overall.

## Properties
- Frontier orbital gap: 9.0 eV
- Electronic energy: -2506.5279 Eh
- Energy above the lowest of the compared OMol25 structures with the same formula, charge and spin: 1.566 eV
- Spin multiplicity: 1
- LUMO energy: 0.0115 hartree

CARTESIAN COORDINATES (ANGSTROEM)
C 9.40 17.02 -26.99
O 9.22 15.78 -26.38
C 8.09 15.70 -25.56
C 7.81 14.25 -25.28
C 7.46 13.44 -26.52
N 6.67 14.22 -24.29
H 10.44 17.07 -27.32
H 9.35 17.86 -26.28
H 8.70 17.14 -27.82
H 8.22 16.25 -24.62
H 7.28 16.26 -26.05
H 8.70 13.81 -24.80
H 6.57 13.84 -27.01
H 7.20 12.42 -26.21
H 8.28 13.35 -27.23
H 7.03 13.75 -23.46
H 5.96 13.58 -24.63
C 10.88 7.00 -20.26
O 11.57 6.01 -21.00
C 11.57 4.73 -20.38
C 11.56 3.63 -21.42
C 11.34 2.28 -20.76
N 12.86 3.52 -22.14
H 11.11 7.96 -20.73
H 11.22 7.06 -19.23
H 9.81 6.80 -20.31
H 12.48 4.63 -19.76
H 10.73 4.64 -19.68
H 10.83 3.90 -22.18
H 11.60 1.53 -21.50
H 10.32 2.09 -20.41
H 12.08 2.21 -19.96
H 13.49 2.95 -21.59
H 13.27 4.43 -22.30
C 10.12 12.17 -23.27
O 10.70 12.70 -22.09
C 11.68 11.84 -21.52
C 13.09 12.15 -22.00
C 14.10 11.28 -21.27
N 13.45 13.56 -21.94
H 10.83 12.22 -24.10
H 9.24 12.78 -23.48
H 9.77 11.13 -23.16
H 11.67 12.12 -20.45
H 11.40 10.79 -21.60
H 13.12 11.86 -23.07
H 14.39 10.35 -21.77
H 13.67 10.99 -20.31
H 15.05 11.78 -21.13
H 12.78 14.06 -22.53
H 13.23 13.89 -21.00
C 7.51 12.95 -21.13
O 6.13 12.73 -21.07
C 5.41 13.66 -21.91
C 3.98 13.20 -21.98
C 3.78 11.83 -22.56
N 3.09 14.20 -22.66
H 7.94 12.24 -21.86
H 8.00 12.67 -20.19
H 7.85 13.98 -21.29
H 5.47 14.66 -21.46
H 5.89 13.55 -22.89
H 3.58 13.17 -20.96
H 3.98 11.89 -23.64
H 2.79 11.42 -22.41
H 4.52 11.16 -22.11
H 3.21 14.06 -23.67
H 3.56 15.10 -22.56
C 13.79 15.16 -28.19
O 13.89 14.05 -27.32
C 14.99 14.18 -26.44
C 14.93 13.06 -25.40
N 15.72 11.89 -25.86
C 16.05 10.94 -24.83
C 17.16 11.46 -23.94
O 17.16 10.70 -22.76
C 18.06 11.19 -21.77
H 13.97 16.09 -27.64
H 12.77 15.27 -28.58
H 14.49 15.01 -29.02
H 14.97 15.13 -25.89
H 15.93 14.08 -26.98
H 13.89 12.75 -25.25
H 15.38 13.41 -24.48
H 15.20 11.45 -26.61
H 16.41 10.04 -25.33
H 15.18 10.60 -24.26
H 16.94 12.52 -23.71
H 18.09 11.48 -24.53
H 17.58 11.08 -20.80
H 18.21 12.27 -21.87
H 19.01 10.64 -21.77
C 13.79 18.18 -17.45
O 13.26 17.29 -18.41
C 13.52 17.73 -19.74
C 12.83 16.77 -20.67
N 11.39 16.94 -20.61
C 10.61 15.99 -21.40
C 10.78 16.20 -22.88
O 11.97 15.59 -23.36
C 12.18 15.75 -24.73
H 13.72 17.71 -16.47
H 13.24 19.13 -17.46
H 14.85 18.40 -17.65
H 14.59 17.72 -19.95
H 13.04 18.71 -19.85
H 13.13 15.74 -20.40
H 13.17 16.93 -21.70
H 11.13 16.85 -19.63
H 9.56 16.15 -21.17
H 10.92 14.96 -21.13
H 10.58 17.22 -23.21
H 9.96 15.59 -23.32
H 11.33 15.42 -25.36
H 13.05 15.17 -25.03
H 12.32 16.80 -25.03
C 13.22 8.62 -23.60
C 12.37 7.55 -24.27
O 12.48 6.30 -23.59
H 14.22 8.21 -23.51
H 12.83 8.94 -22.63
H 13.28 9.48 -24.27
H 12.72 7.39 -25.29
H 11.33 7.90 -24.33
H 11.95 6.38 -22.78
C 11.80 10.98 -26.73
C 10.31 10.75 -26.68
O 10.07 9.65 -25.77
H 12.34 10.06 -26.99
H 12.13 11.21 -25.71
H 12.07 11.82 -27.36
H 9.92 10.50 -27.67
H 9.71 11.60 -26.32
H 9.13 9.64 -25.57
C 16.33 13.27 -18.95
C 16.47 14.52 -18.09
O 16.28 14.28 -16.71
H 16.56 13.61 -19.98
H 15.32 12.88 -19.04
H 17.08 12.50 -18.77
H 15.68 15.21 -18.40
H 17.45 14.97 -18.32
H 16.87 13.58 -16.42

***

2.
DFT (ωB97M-V/def2-TZVPD) results for a 12-piece molecular cluster, C34H92O12 overall.

## Properties
- Frontier orbital gap: 9.6 eV
- Electronic energy: -2253.4759 Eh
- Energy above the lowest of the compared OMol25 structures with the same formula, charge and spin: 0.852 eV
- Spin multiplicity: 1
- LUMO energy: 0.0061 hartree

CARTESIAN COORDINATES (ANGSTROEM)
C 4.42 -0.22 -2.68
C 4.36 -1.69 -3.09
C 5.14 -2.56 -2.12
O 2.99 -2.19 -3.08
H 5.37 0.23 -2.99
H 4.28 -0.10 -1.59
H 3.60 0.35 -3.13
H 4.79 -1.79 -4.09
H 4.65 -2.58 -1.16
H 6.18 -2.22 -2.09
H 5.19 -3.58 -2.52
H 2.56 -1.96 -3.92
C 1.04 3.71 -0.47
C 2.44 3.52 -0.98
C 2.96 4.77 -1.65
O 3.28 3.20 0.22
H 0.34 3.64 -1.30
H 0.94 4.67 0.04
H 0.74 2.93 0.23
H 2.51 2.66 -1.65
H 3.95 4.67 -2.08
H 2.94 5.58 -0.92
H 2.27 5.09 -2.44
H 4.21 3.20 -0.05
C -4.32 4.60 1.22
C -2.94 5.20 0.97
C -1.86 4.42 1.71
O -2.69 5.10 -0.50
H -4.60 4.72 2.28
H -4.29 3.52 1.07
H -5.09 5.04 0.60
H -2.92 6.25 1.28
H -1.92 3.34 1.49
H -1.99 4.47 2.80
H -0.87 4.78 1.45
H -2.03 5.77 -0.73
C -2.98 1.15 3.82
C -4.11 0.36 3.16
C -3.62 -0.61 2.08
O -4.70 -0.39 4.23
H -3.40 1.75 4.63
H -2.47 1.83 3.13
H -2.22 0.47 4.22
H -4.81 1.09 2.72
H -4.48 -1.23 1.78
H -2.81 -1.24 2.41
H -3.40 -0.09 1.13
H -5.33 -1.02 3.86
C 3.54 -2.02 3.98
C 4.33 -1.08 3.07
C 3.76 -1.03 1.65
O 4.37 0.25 3.64
H 2.51 -1.68 4.11
H 4.02 -2.08 4.96
H 3.50 -3.03 3.56
H 5.37 -1.40 3.05
H 3.57 -2.04 1.26
H 4.46 -0.52 0.98
H 2.82 -0.48 1.66
H 3.53 0.71 3.45
C 0.19 -2.93 3.04
C 0.12 -3.91 1.90
C -0.75 -5.08 2.24
O -0.45 -3.29 0.75
H 0.72 -3.36 3.89
H -0.84 -2.70 3.35
H 0.64 -1.98 2.74
H 1.14 -4.22 1.63
H -0.83 -5.81 1.43
H -1.79 -4.76 2.36
H -0.45 -5.59 3.16
H 0.25 -2.75 0.33
C 0.50 1.75 4.17
C 1.13 2.62 3.12
C 1.52 3.99 3.67
O 2.25 1.94 2.56
H -0.44 2.20 4.47
H 1.17 1.55 5.00
H 0.24 0.78 3.71
H 0.38 2.80 2.32
H 2.36 3.94 4.37
H 0.67 4.43 4.23
H 1.76 4.73 2.89
H 2.65 2.50 1.86
C -0.14 -6.36 -1.36
C 1.23 -6.17 -1.99
C 2.15 -5.32 -1.16
O 1.83 -7.45 -2.30
H -0.07 -6.96 -0.45
H -0.83 -6.87 -2.02
H -0.58 -5.39 -1.10
H 1.13 -5.67 -2.96
H 3.05 -5.11 -1.75
H 2.44 -5.69 -0.18
H 1.70 -4.32 -1.03
H 2.32 -7.76 -1.53
C 0.08 2.38 -3.84
C 0.09 2.56 -5.34
C 1.06 3.67 -5.78
O 0.53 1.30 -5.90
H -0.68 1.65 -3.56
H -0.27 3.31 -3.37
H 1.04 2.16 -3.40
H -0.90 2.81 -5.73
H 0.98 3.83 -6.86
H 2.08 3.36 -5.55
H 0.87 4.63 -5.30
H 0.21 1.20 -6.80
C -3.13 -2.91 -2.16
C -3.53 -2.80 -0.69
C -5.01 -2.72 -0.54
O -3.11 -3.97 0.00
H -3.24 -1.93 -2.66
H -3.74 -3.66 -2.64
H -2.06 -3.12 -2.25
H -3.06 -1.89 -0.28
H -5.50 -3.56 -1.04
H -5.42 -1.79 -0.95
H -5.26 -2.73 0.52
H -2.16 -3.82 0.20
C -0.38 -0.06 0.11
C 0.85 -0.11 -0.77
O 1.12 -1.50 -1.07
H -1.26 -0.28 -0.50
H -0.54 0.96 0.47
H -0.29 -0.75 0.94
H 1.70 0.41 -0.29
H 0.65 0.44 -1.71
H 1.85 -1.61 -1.74
C -4.67 0.99 -1.66
C -3.61 2.06 -1.84
O -4.19 3.36 -2.20
H -5.30 1.19 -0.79
H -4.13 0.05 -1.45
H -5.32 0.85 -2.52
H -2.87 1.83 -2.62
H -3.06 2.16 -0.88
H -3.90 4.05 -1.56

***

3.
DFT (ωB97M-V/def2-TZVPD) results for a 10-piece molecular cluster, C34H93N13O15 overall.

## Properties
- Frontier orbital gap: 8.8 eV
- Electronic energy: -3191.5620 Eh
- Energy above the lowest of the compared OMol25 structures with the same formula, charge and spin: 0.000 eV
- Spin multiplicity: 1
- LUMO energy: 0.0142 hartree

CARTESIAN COORDINATES (ANGSTROEM)
C 2.20 2.67 6.13
O 1.78 1.85 5.07
C 0.43 1.92 4.73
C 0.04 0.78 3.81
N 0.25 -0.49 4.53
C 0.16 -1.60 3.59
C -0.27 -2.85 4.33
O -1.61 -2.66 4.72
C -2.14 -3.78 5.39
H 1.47 2.61 6.95
H 2.24 3.70 5.76
H 3.14 2.39 6.60
H 0.25 2.85 4.16
H -0.26 1.95 5.58
H 0.52 0.80 2.82
H -1.02 0.74 3.57
H 1.25 -0.41 4.73
H 1.12 -1.79 3.09
H -0.55 -1.39 2.78
H 0.44 -3.14 5.11
H -0.09 -3.71 3.66
H -2.15 -4.64 4.71
H -3.16 -3.71 5.77
H -1.49 -4.06 6.22
C -1.13 -2.57 -3.29
O -1.87 -2.59 -2.08
C -2.94 -1.64 -2.09
C -3.49 -1.61 -0.67
N -3.93 -2.94 -0.30
C -3.76 -3.26 1.14
C -2.48 -4.13 1.32
O -2.90 -5.48 1.13
C -1.89 -6.33 0.64
H -0.70 -1.57 -3.46
H -1.81 -2.83 -4.10
H -0.34 -3.32 -3.28
H -3.68 -1.98 -2.82
H -2.48 -0.71 -2.43
H -4.26 -0.84 -0.60
H -2.70 -1.20 -0.03
H -3.24 -3.54 -0.73
H -4.65 -3.78 1.48
H -3.67 -2.32 1.68
H -1.97 -3.97 2.27
H -1.76 -3.84 0.55
H -1.46 -6.91 1.46
H -1.11 -5.77 0.12
H -2.29 -7.02 -0.11
C 0.97 5.94 -6.27
O 2.33 5.55 -6.11
C 2.62 4.35 -6.78
C 2.16 3.06 -6.07
N 3.07 2.67 -4.98
C 2.78 1.28 -4.58
C 3.82 0.75 -3.61
O 3.17 0.06 -2.55
C 3.94 -0.09 -1.36
H 0.35 5.30 -5.64
H 0.53 5.86 -7.27
H 0.81 6.98 -5.99
H 3.71 4.25 -6.84
H 2.32 4.36 -7.83
H 2.13 2.23 -6.78
H 1.15 3.27 -5.71
H 2.90 3.32 -4.22
H 2.78 0.64 -5.47
H 1.76 1.27 -4.19
H 4.47 1.54 -3.22
H 4.48 0.02 -4.09
H 4.84 -0.66 -1.62
H 3.31 -0.42 -0.54
H 4.28 0.91 -1.05
C 3.58 -8.27 4.36
O 3.32 -6.91 4.28
C 4.42 -6.03 4.42
C 4.98 -5.48 3.09
N 4.11 -4.47 2.54
C 4.46 -4.25 1.12
C 3.50 -3.22 0.54
O 2.27 -3.91 0.42
C 1.19 -3.09 0.00
H 2.68 -8.88 4.35
H 3.95 -8.52 5.37
H 4.23 -8.67 3.58
H 5.18 -6.40 5.12
H 3.91 -5.13 4.80
H 5.10 -6.40 2.49
H 5.96 -5.05 3.28
H 3.12 -4.68 2.56
H 4.27 -5.16 0.54
H 5.51 -4.00 1.02
H 3.86 -2.83 -0.41
H 3.44 -2.35 1.21
H 0.82 -2.55 0.87
H 0.38 -3.73 -0.37
H 1.49 -2.36 -0.76
C -1.34 0.81 -6.13
O -0.60 1.69 -5.31
C -1.35 2.17 -4.20
C -0.59 3.33 -3.50
N -1.09 3.73 -2.20
C -2.57 3.77 -2.13
C -3.13 4.94 -3.00
O -2.52 6.09 -2.47
C -2.94 7.30 -3.07
H -1.49 -0.17 -5.66
H -0.72 0.63 -7.00
H -2.30 1.23 -6.43
H -1.40 1.31 -3.51
H -2.36 2.46 -4.48
H -0.63 4.15 -4.22
H 0.45 2.99 -3.42
H -0.84 4.68 -1.93
H -2.91 3.91 -1.11
H -3.04 2.82 -2.41
H -4.22 4.99 -2.87
H -2.93 4.75 -4.06
H -2.42 8.08 -2.52
H -4.02 7.42 -2.96
H -2.59 7.35 -4.11
N -1.41 1.12 -0.44
C -0.29 0.37 -0.54
N 0.44 0.66 -1.64
O 0.15 -0.32 0.39
H -2.02 1.13 0.36
H -1.52 1.85 -1.13
H 0.20 1.52 -2.11
H 1.36 0.26 -1.62
N -5.31 0.38 1.69
C -5.65 0.29 3.02
N -6.30 -0.88 3.27
O -5.32 1.11 3.87
H -4.61 1.04 1.39
H -5.75 -0.16 0.98
H -6.51 -1.49 2.51
H -6.77 -0.98 4.15
N -3.58 3.72 3.44
C -2.73 3.10 2.58
N -2.05 3.94 1.74
O -2.67 1.89 2.39
H -3.47 4.70 3.65
H -4.39 3.23 3.79
H -1.27 3.55 1.24
H -2.02 4.92 1.99
N 2.62 3.20 1.92
C 2.08 3.78 0.82
N 2.20 3.01 -0.28
O 1.50 4.87 0.83
H 2.79 2.19 1.91
H 2.42 3.68 2.78
H 2.62 2.10 -0.17
H 2.29 3.42 -1.19
O 2.90 0.43 1.79
H 3.17 -0.15 2.51
H 2.02 0.10 1.52